ORCA calculation (wB97M-V/def2-TZVPD) on a molecular structure, C38H102F3MnN8O12 in a non-equilibrium geometry.

```
164
Properties=species:S:1:pos:R:3:forces:R:3:mulliken_spin:R:1
Mn -3.615494 3.416064 0.864518 0.9 -2.8 -0.8 4.888
C -1.367234 0.972954 1.474888 -0.1 1.4 0.3 -0.012
O -1.433274 0.684974 0.061908 0.2 -0.3 0.7 -0.044
O -2.267674 1.996694 1.798238 0.1 -1.0 -0.7 0.095
C -1.471964 -0.328336 2.376898 -0.9 -1.3 -1.3 0.006
F -0.348794 -1.077986 2.585478 -0.3 0.8 -1.2 0.001
F -1.862034 -0.017166 3.565148 -0.8 1.0 1.9 -0.003
F -2.416684 -1.194776 1.877688 0.6 0.5 -0.1 0.000
C -0.259614 0.107154 -0.473882 1.2 -1.4 -0.6 -0.007
C -0.264934 -0.161076 -1.951112 -0.4 1.1 -2.3 -0.002
H -0.021734 0.738194 -2.517042 -0.7 0.7 0.0 0.000
H 0.542696 -0.740346 -2.398632 0.4 -0.7 1.1 0.000
H -1.139774 -0.597496 -2.433082 -0.4 0.0 0.5 -0.001
H -0.045974 -0.891606 -0.093162 -0.1 0.2 1.0 0.000
H 0.603716 0.760584 -0.348222 0.1 0.1 0.7 0.003
H -0.359774 1.303424 1.727688 0.5 0.2 -0.3 -0.017
C -1.579764 -2.241386 -5.021152 0.5 -0.3 1.1 0.000
O -2.354974 -1.507636 -5.916102 -0.1 -0.4 -0.8 0.000
H -0.660664 -1.758716 -4.688892 0.2 0.4 -0.4 0.000
H -2.079434 -2.469746 -4.079732 -0.5 0.0 0.1 0.000
H -1.276834 -3.209716 -5.419482 -0.2 0.2 -0.5 0.000
H -2.412514 -0.581686 -5.669322 0.0 -0.1 0.6 0.000
C -4.901234 -2.755366 1.958418 0.7 -1.0 -0.5 0.000
O -6.115384 -2.978796 1.225558 0.2 0.6 0.6 0.000
H -4.686684 -3.578946 2.639438 -0.6 0.0 0.5 0.000
H -3.986404 -2.804916 1.367888 -0.3 0.4 -0.7 0.000
H -4.862094 -1.813246 2.505198 -0.5 0.0 -0.1 0.000
H -5.964724 -3.262946 0.321038 0.4 0.0 0.2 0.000
C -4.640164 -0.236486 -1.785132 -0.5 1.0 -1.1 0.007
C -4.865634 1.140454 -1.092862 1.7 -1.4 2.7 -0.027
C -5.283734 0.832634 0.428758 0.1 -1.2 -2.8 0.042
O -5.301624 2.027504 1.169508 0.2 1.3 0.2 0.013
C -5.738654 1.918794 2.515768 -0.3 -1.3 1.0 0.012
N -3.573264 1.947634 -0.982772 -2.1 0.3 -0.4 0.140
H -5.590654 -0.762166 -1.876402 0.0 -0.3 0.4 -0.002
H -3.832214 -0.890646 -1.457442 -0.2 0.3 0.8 -0.002
H -4.391784 -0.060686 -2.831792 0.1 0.3 -0.2 0.002
H -5.663024 1.698274 -1.583892 0.3 0.1 0.0 -0.017
H -4.707034 0.006114 0.843928 1.1 0.6 0.4 -0.008
H -6.210894 0.266634 0.338728 -1.0 0.9 0.4 0.004
H -5.925744 2.875344 3.003728 -0.2 0.2 -0.6 -0.003
H -5.023294 1.409214 3.161278 0.5 -0.1 -0.3 -0.003
H -6.612214 1.267204 2.536308 -0.4 0.4 0.0 0.004
H -3.222344 2.069844 -1.921932 0.0 0.4 -0.4 0.056
H -2.858914 1.385284 -0.542812 0.2 -0.6 0.2 -0.149
C 5.925176 1.473424 0.465108 -0.1 -0.5 -0.8 0.000
C 5.901166 0.380714 -0.668602 0.2 0.1 1.9 0.000
C 5.699716 0.948634 -2.041282 -0.1 1.3 -0.7 0.000
O 4.409526 1.581354 -2.329402 0.2 -1.3 0.2 0.000
C 3.314996 0.641504 -2.427802 0.4 0.7 0.8 0.000
N 7.180956 -0.385336 -0.586382 -0.6 -0.4 -0.6 0.000
H 5.050786 2.120554 0.534218 -0.2 -0.1 -0.2 0.000
H 6.784106 2.113274 0.262778 0.1 0.1 0.0 0.000
H 6.098846 1.002034 1.432438 -0.1 -0.1 0.0 0.000
H 5.026866 -0.263586 -0.575922 0.3 -0.7 0.8 0.000
H 5.875056 0.209574 -2.823052 0.3 -0.1 0.1 0.000
H 6.435556 1.752684 -2.053322 -0.1 0.2 -0.9 0.000
H 3.460316 -0.265866 -3.014022 0.6 0.1 -0.3 0.000
H 2.450176 1.161664 -2.839662 0.2 0.2 -0.1 0.000
H 3.054486 0.315564 -1.420832 -0.2 -0.2 0.2 0.000
H 8.028076 0.159224 -0.509172 -0.2 0.8 -0.5 0.000
H 7.280566 -0.977996 0.225368 -0.8 -0.2 0.1 0.000
C -0.741424 -2.151726 6.774098 -2.2 -2.0 1.2 0.000
C -1.521974 -1.540346 8.012688 2.3 0.1 -0.6 0.000
C -1.553834 -2.459086 9.307308 -0.1 1.7 0.0 0.000
O -2.149354 -3.715666 9.235418 0.2 -0.8 -0.9 0.000
C -3.463234 -3.625286 8.771798 -1.3 0.1 0.6 0.000
N -0.853244 -0.268716 8.298058 -0.2 1.0 1.0 0.000
H 0.332216 -2.312846 6.871268 0.0 0.8 0.3 0.000
H -1.047924 -1.798146 5.789648 0.2 0.5 0.2 0.000
H -1.109524 -3.175796 6.836358 0.0 -0.6 -0.7 0.000
H -2.540704 -1.209946 7.809928 -0.1 -0.6 -0.5 0.000
H -2.150984 -1.911576 10.036528 0.0 0.6 0.1 0.000
H -0.569234 -2.543976 9.767138 0.2 -0.3 -0.4 0.000
H -4.093684 -4.467176 9.057898 0.8 -0.8 -0.3 0.000
H -3.572004 -3.430516 7.704878 0.2 0.0 -0.1 0.000
H -4.024414 -2.873826 9.327198 0.2 0.9 -0.1 0.000
H -0.813934 0.276434 7.448718 -0.4 -0.2 -0.1 0.000
H 0.125986 -0.332746 8.537038 0.1 -0.6 0.3 0.000
C -1.132344 4.449624 -2.355112 -0.4 0.9 1.3 -0.014
C -0.935894 4.104364 -0.839912 -0.2 0.4 -1.4 0.018
C 0.390736 4.708604 -0.361882 1.5 -0.8 0.9 -0.006
O 0.352196 6.055714 0.034668 -1.1 1.2 0.2 0.000
C 1.002406 6.454614 1.247708 0.8 -1.0 0.3 0.001
N -2.010914 4.587904 0.101518 0.4 0.6 -0.3 0.004
H -2.001564 3.975144 -2.810542 0.3 -0.3 -0.1 0.007
H -0.187434 4.302944 -2.878322 -0.2 -0.6 -0.1 0.000
H -1.283704 5.523644 -2.463152 -0.2 0.2 0.1 -0.001
H -0.961334 3.017884 -0.756132 0.5 0.0 0.2 0.018
H 1.197836 4.624054 -1.089572 -0.3 -0.2 -0.5 0.001
H 0.749776 4.070654 0.445728 0.0 0.0 0.6 0.003
H 0.539966 6.053844 2.149728 -0.4 -0.3 0.0 0.000
H 1.100056 7.525804 1.424108 -0.6 0.1 -0.9 0.000
H 2.030466 6.092674 1.261698 0.1 -0.2 -0.1 0.000
H -1.947964 5.592394 0.016948 -0.5 0.6 -0.3 0.006
H -1.559804 4.495834 1.000468 0.5 -0.3 0.7 -0.007
C -4.608074 3.474464 -4.825922 0.9 0.0 1.8 0.000
C -4.691444 2.593634 -6.020112 1.2 0.5 -1.4 0.000
C -4.078814 1.134364 -5.848432 -1.2 1.6 -0.3 0.000
O -2.910964 1.088754 -5.017852 -2.4 -0.2 0.3 -0.002
C -1.761654 1.642194 -5.579372 0.9 -1.1 0.8 0.000
N -6.024014 2.644754 -6.598412 0.3 -1.3 -0.1 0.000
H -5.139064 3.032304 -3.982922 -0.2 0.0 0.2 0.000
H -4.941904 4.506324 -4.935112 -0.4 -0.2 -0.5 0.000
H -3.576284 3.611624 -4.502352 0.3 -0.2 0.1 0.000
H -4.086854 3.095144 -6.775792 0.5 -0.1 -0.2 0.000
H -3.874954 0.699964 -6.827122 0.2 0.1 -0.2 0.000
H -4.907604 0.549324 -5.449752 0.4 -0.4 0.7 0.000
H -1.024254 1.325094 -4.841952 0.5 0.7 0.1 0.000
H -1.811694 2.727634 -5.665592 0.2 -0.1 -0.5 0.000
H -1.473024 1.013064 -6.421382 0.0 0.9 -0.9 0.000
H -6.580914 1.907044 -6.191302 -0.6 0.3 0.0 0.000
H -6.412624 3.564694 -6.447412 -0.3 -0.2 0.0 0.000
C 2.372136 0.807614 3.239548 -1.4 2.6 0.1 0.001
C 2.370396 2.398554 3.541368 -1.3 -2.0 -0.9 0.000
C 1.028306 2.807974 4.217508 0.6 -1.3 0.7 0.001
O 0.800556 1.968294 5.399208 0.8 0.5 -0.1 0.000
C -0.188494 2.539984 6.279018 0.4 0.0 -1.7 0.000
N 3.441316 2.718454 4.406908 0.5 0.4 1.4 0.000
H 1.329976 0.599844 2.997008 0.2 -0.5 -0.3 -0.002
H 2.560266 0.332364 4.202278 0.4 -0.3 -0.4 0.000
H 3.012166 0.586434 2.385418 0.2 -0.3 0.4 0.000
H 2.472726 2.992184 2.632948 -0.3 -0.1 -0.4 0.000
H 0.173366 2.625254 3.566518 -0.1 0.3 -0.3 -0.003
H 1.120636 3.856554 4.500468 -0.2 0.2 0.1 0.000
H 0.174746 3.514094 6.606538 -0.3 0.1 0.2 0.000
H -0.443064 1.903784 7.126688 0.5 0.1 -0.3 0.000
H -1.042664 2.617684 5.606378 -0.7 0.5 0.5 0.000
H 3.036356 2.376324 5.266598 0.5 0.2 1.0 0.000
H 4.207356 2.076434 4.261688 0.3 0.1 -0.3 0.000
C 2.899956 -2.493006 0.784128 0.5 -1.0 0.1 0.000
C 2.917686 -3.523646 -0.378732 -0.4 0.0 0.3 0.000
C 3.155516 -5.039996 0.022928 0.8 1.9 0.7 0.000
O 3.509616 -5.790046 -1.090192 -0.6 -1.0 -0.5 0.000
C 4.861656 -5.808306 -1.491212 -0.3 0.2 -0.1 0.000
N 1.743016 -3.458286 -1.239572 -0.6 -0.1 0.8 0.000
H 2.018606 -2.519756 1.424908 -0.2 -0.2 -0.2 0.000
H 3.082556 -1.453456 0.511948 -0.2 0.0 -0.6 0.000
H 3.753236 -2.738126 1.416528 0.1 0.0 0.3 0.000
H 3.736596 -3.253496 -1.045442 0.9 -0.1 0.3 0.000
H 2.339896 -5.528386 0.556168 -0.5 0.2 -0.5 0.000
H 3.964036 -5.045796 0.753928 0.4 0.0 0.2 0.000
H 5.192086 -4.797346 -1.729692 0.4 0.1 0.2 0.000
H 4.901136 -6.357566 -2.431872 0.1 -0.2 0.1 0.000
H 5.493066 -6.313006 -0.759982 0.1 0.2 0.1 0.000
H 1.961806 -4.137356 -1.954472 -0.4 -0.2 -0.6 0.000
H 1.754796 -2.574646 -1.728602 0.0 0.3 -0.1 0.000
C 1.791406 -3.212696 -5.116792 1.7 0.6 0.3 0.000
C 3.192716 -3.829306 -4.791162 -2.1 -0.6 1.1 0.000
C 4.219616 -2.826276 -4.252442 1.4 -1.5 -0.8 0.000
O 5.479536 -3.601576 -4.113772 -1.2 0.6 -0.2 0.000
C 6.552786 -2.847256 -3.603292 0.0 0.9 0.1 0.000
N 2.813976 -4.748256 -3.687212 0.4 0.5 -0.4 0.000
H 1.492156 -2.747346 -4.177652 -0.3 0.3 -0.1 0.000
H 1.043986 -3.970646 -5.351262 0.3 0.0 -0.3 0.000
H 1.924356 -2.463626 -5.897382 -0.5 0.0 -0.2 0.000
H 3.490236 -4.441946 -5.642202 0.8 0.6 -0.2 0.000
H 3.910596 -2.394826 -3.300362 -0.1 -0.3 0.4 0.000
H 4.377536 -1.974686 -4.914222 0.1 0.0 -0.4 0.000
H 6.805376 -1.985456 -4.221032 -0.3 0.3 -0.4 0.000
H 7.505726 -3.374006 -3.552952 -0.5 -0.7 0.1 0.000
H 6.300826 -2.442306 -2.623172 0.1 0.0 0.3 0.000
H 3.596456 -5.177556 -3.214422 -0.2 -0.2 -0.5 0.000
H 2.174426 -5.427456 -4.074212 0.2 -0.4 0.3 0.000
```
Positions in Å, forces in eV/Å.

Summary:
2S+1: 6
Orbital gap (alpha / beta) (eV): 6.66 / 6.13
Net charge: +1
Largest force on an atom (eV Å⁻¹): 3.470
Expectation value of S²: 8.75